# 1
Below is a gas-phase ion, C4H10NO (charge +1) in a non-equilibrium geometry, with properties calculated with the ωB97M-V functional and the def2-TZVPD basis.

Last column: natural (NBO) charge in e.
Geometry (Å):
C1 -2.29 -0.79 -0.11  -0.28
O1 -1.64 0.47 -0.25  -0.49
C2 -0.48 0.49 0.47  0.19
C3 0.51 1.54 0.22  -0.44
C4 0.86 0.22 -0.56  -0.18
N1 2.04 -0.63 -0.14  -0.70
H1 -2.63 -0.96 0.88  0.19
H2 -1.63 -1.53 -0.42  0.18
H3 -3.35 -0.71 -0.48  0.24
H4 -0.40 -0.19 1.26  0.19
H5 1.14 1.88 1.05  0.24
H6 0.05 2.31 -0.28  0.27
H7 0.79 0.33 -1.55  0.23
H8 2.76 0.05 0.29  0.46
H9 2.45 -1.11 -0.95  0.46
H10 1.81 -1.39 0.56  0.45

Summary:
total charge	+1
ΔE to the lowest compared entry with this formula, charge and spin	309.1	kJ/mol
DFT total energy	-7838.1133	eV
HOMO energy	-13.5	eV
SMILES	CO[C@@H]1C[C@H]1[NH3+]
M	88.13	g/mol
E_LUMO	-3.9	eV

# 2
Below is C11H17BO2 in the gas phase in a non-equilibrium geometry, with properties calculated with the ωB97M-V functional and the def2-TZVPD basis.

Last column: natural (NBO) charge in e.
Geometry (Å):
B1 0.61 -0.86 0.26  0.51
C1 1.47 -0.94 1.51  -0.43
C2 2.78 -0.91 1.48  -0.20
C3 3.34 -0.49 0.14  -0.24
C4 2.71 -0.43 -1.05  -0.16
C5 -1.54 -1.85 0.43  0.85
C6 1.26 -0.97 -1.20  -0.72
C7 -2.65 -2.92 0.23  -0.70
C8 -2.13 2.44 -0.45  -0.65
C9 0.27 2.72 -0.32  -0.61
C10 -0.62 0.25 0.53  -0.10
C11 -0.86 1.70 -0.55  -0.20
O1 -0.36 -2.23 0.25  -0.51
O2 -1.89 -0.60 0.64  -0.47
H1 0.99 -1.11 2.43  0.19
H2 3.46 -0.95 2.26  0.20
H3 4.34 -0.12 0.24  0.19
H4 3.16 -0.05 -1.94  0.20
H5 1.32 -1.97 -1.44  0.23
H6 0.68 -0.47 -1.97  0.21
H7 -2.89 -3.05 -0.81  0.25
H8 -2.28 -3.88 0.55  0.25
H9 -3.65 -2.48 0.64  0.24
H10 -3.00 1.92 -0.71  0.22
H11 -2.52 2.76 0.56  0.21
H12 -2.17 3.40 -0.98  0.22
H13 -0.10 3.14 0.71  0.19
H14 1.22 2.32 -0.36  0.22
H15 0.12 3.53 -0.99  0.21
H16 -0.57 0.91 1.43  0.19
H17 -0.52 1.21 -1.51  0.21

Summary:
ΔE to the lowest compared entry with this formula, charge and spin	540.2	kJ/mol
DFT total energy	-16451.5687	eV
HOMO energy	-8.0	eV
M	192.07	g/mol
E_LUMO	0.6	eV

# 3
Below is C6H11N in the gas phase in a non-equilibrium geometry, with properties calculated with the ωB97M-V functional and the def2-TZVPD basis.

Last column: natural (NBO) charge in e.
Geometry (Å):
C1 -3.09 -0.09 0.66  -0.66
C2 -1.59 -0.23 0.78  -0.23
C3 -0.55 -0.27 -0.15  0.14
N1 -0.70 0.20 -1.45  -0.82
C4 0.81 -0.14 0.40  -0.24
C5 1.88 0.18 -0.39  -0.16
C6 3.38 -0.19 -0.18  -0.63
H1 -3.76 -1.02 0.91  0.23
H2 -3.45 0.78 1.30  0.22
H3 -3.42 0.09 -0.42  0.19
H4 -1.36 -0.20 1.85  0.19
H5 -0.15 1.06 -1.62  0.38
H6 -1.72 0.44 -1.47  0.37
H7 0.92 -0.32 1.50  0.21
H8 1.79 0.74 -1.33  0.18
H9 3.60 -0.75 -1.04  0.22
H10 4.07 0.61 -0.02  0.21
H11 3.36 -0.90 0.66  0.21

Summary:
ΔE to the lowest compared entry with this formula, charge and spin	241.7	kJ/mol
DFT total energy	-7888.0264	eV
HOMO energy	-7.7	eV
SMILES	C/C=C(N)/C=C/C
M	97.16	g/mol
E_LUMO	0.8	eV